No. 1
Density functional theory data (ωB97M-V with the def2-TZVPD basis set) for C2H4N4OS in the gas phase.

As for the charge: 0. Its frontier orbital gap is 8.66 eV. For the energy relative to the best compared isomer or geometry (same formula, charge and spin), the calculation gives 40.12 kcal per mole.

Cartesian coordinates (Å):
N  -1.010  1.946  0.864
N  -0.194  -2.514  -1.215
H  -1.340  2.396  1.683
C  -1.961  1.149  0.312
S  -1.610  -1.566  -1.008
N  0.257  1.364  0.708
N  0.232  0.214  0.138
O  -3.174  1.262  0.323
H  0.098  -2.520  -2.184
C  -0.990  -0.101  -0.216
H  1.124  1.729  1.041
H  0.580  -2.059  -0.753

---

No. 2
Density functional theory data (ωB97M-V with the def2-TZVPD basis set) for a 2-piece molecular cluster, C7H10Br2O3 overall.

As for the charge: 0. Its frontier orbital gap is 9.29 eV. For the energy relative to the best compared isomer or geometry (same formula, charge and spin), the calculation gives 17.04 kcal per mole.

Cartesian coordinates (Å):
H  -3.627  -1.098  0.539
H  0.792  -1.962  2.505
H  0.705  0.395  2.411
C  1.782  1.665  -1.990
C  1.103  -1.537  1.498
H  2.375  1.259  -2.837
C  -2.588  -1.447  0.362
H  2.227  2.524  -1.485
H  2.082  -1.855  1.251
C  -1.767  0.634  -0.611
H  0.809  1.967  -2.556
Br  -2.682  1.513  0.960
O  -1.835  -0.645  -0.633
O  1.697  -0.609  -1.447
C  1.133  0.837  0.350
H  -2.688  -2.414  -0.169
C  1.582  0.525  -1.020
H  0.452  -1.943  0.722
H  -1.968  -1.783  1.218
C  0.983  0.004  1.434
O  -1.241  1.314  -1.408
Br  0.673  2.653  0.903

---

No. 3
Density functional theory data (ωB97M-V with the def2-TZVPD basis set) for C33H48Ge2IrS as an isolated structure.

As for the charge: +1. Its frontier orbital gap (alpha / beta) is 5.83 / 6.28 eV. The multiplicity is 5.

Cartesian coordinates (Å):
H  -8.119  3.646  17.118
C  -6.394  7.349  17.688
H  -7.803  10.121  18.945
H  -2.798  -0.664  17.189
H  -1.045  0.335  18.551
H  -9.218  4.330  18.429
C  -2.958  4.227  11.556
C  -3.540  1.180  16.459
H  0.009  4.687  13.267
H  -7.404  8.618  19.707
H  -5.508  -0.009  13.293
C  -2.675  0.425  17.240
H  -8.161  6.027  17.697
H  -8.100  0.384  15.319
H  -3.456  9.120  16.518
H  -5.557  9.918  16.554
C  -1.517  2.371  17.988
H  -6.545  9.003  15.410
H  -0.708  2.827  18.574
C  -6.413  5.056  18.179
H  -2.373  4.183  17.351
H  -7.870  4.012  13.686
H  -7.218  0.954  16.692
C  -7.118  8.664  17.463
C  -7.859  2.959  13.384
H  -3.152  4.077  10.525
C  -1.699  0.993  18.023
C  -1.916  4.393  14.143
H  -9.215  8.235  18.079
H  -6.093  9.833  19.064
C  -5.000  5.546  18.202
H  -4.875  4.092  12.544
H  -2.442  8.223  20.035
H  -8.888  7.681  16.311
C  -8.627  8.372  17.159
H  -4.135  8.365  20.358
C  -3.583  9.152  17.678
C  -7.046  0.690  15.637
C  -7.144  6.147  17.880
H  -7.146  10.471  16.247
C  -7.217  4.187  20.364
C  -2.414  3.128  17.318
H  -8.978  9.334  16.872
H  -7.443  3.223  20.838
H  -5.065  2.815  18.854
C  -8.392  3.654  18.207
H  -2.620  9.612  18.013
C  -3.449  2.539  16.549
H  -7.988  4.850  20.646
H  -1.753  7.455  17.054
C  -4.974  6.968  17.874
Ir  -5.752  5.709  16.060
H  -3.571  6.843  20.380
H  -4.278  1.266  13.235
H  -2.947  6.274  16.727
H  -6.176  2.603  17.447
C  -6.014  6.787  14.422
C  -6.544  9.544  16.356
C  -6.140  2.689  18.527
H  -4.182  4.873  18.500
C  -7.040  9.332  18.908
C  -7.026  3.870  18.854
C  -3.440  7.776  19.788
H  -8.829  2.511  13.527
Ge  -6.438  1.986  14.354
Ge  -4.504  3.414  15.247
H  -2.101  6.134  18.201
C  -1.062  4.512  13.065
H  -6.482  -0.248  15.549
H  -8.682  2.645  18.510
H  -0.901  4.320  10.978
C  -5.349  1.038  13.076
H  -7.607  3.029  12.288
C  -1.594  4.331  11.826
S  -6.875  7.147  13.178
H  -1.568  4.481  15.156
H  -6.272  4.505  20.827
C  -3.645  7.699  18.226
H  -4.133  0.581  15.803
C  -2.499  6.855  17.529
C  -3.306  4.215  13.927
H  -5.551  1.318  12.061
H  -4.319  9.820  17.930
H  -6.503  1.782  19.008
C  -3.822  4.238  12.616

---

No. 4
Density functional theory data (ωB97M-V with the def2-TZVPD basis set) for a 6-piece molecular cluster, C18H29N3O7 overall.

As for the charge: -1. Its frontier orbital gap (alpha / beta) is 4.39 / 4.37 eV. The multiplicity is 2.

Cartesian coordinates (Å):
H  22.863  3.150  -11.765
H  19.747  4.152  -18.036
C  22.000  2.752  -12.278
H  11.295  4.489  -16.419
H  17.373  0.000  -14.250
O  14.009  2.381  -17.068
C  20.656  2.661  -14.195
C  15.590  -0.652  -13.263
H  13.674  4.395  -16.797
H  18.191  3.986  -18.742
O  22.483  1.260  -9.916
C  20.983  2.027  -11.569
O  17.995  5.161  -15.325
C  19.783  1.671  -12.137
O  15.919  -0.235  -15.729
H  18.410  4.786  -11.445
C  19.182  3.533  -18.734
C  21.073  6.855  -11.688
H  20.018  6.671  -14.901
H  21.732  7.630  -13.611
H  15.530  0.382  -12.921
H  20.179  5.862  -9.987
C  19.565  2.027  -13.458
H  22.662  3.713  -14.030
H  14.653  -1.191  -13.402
C  18.946  5.845  -13.227
H  16.638  1.857  -15.845
C  13.146  3.503  -17.133
O  20.402  1.565  -9.362
C  20.115  6.053  -11.048
O  18.551  1.566  -17.364
H  11.528  3.058  -15.579
C  19.242  2.046  -18.461
H  19.052  1.098  -11.586
O  16.969  4.656  -13.574
C  19.064  5.535  -11.866
H  11.201  2.768  -17.257
H  15.515  2.900  -16.269
C  21.857  3.121  -13.621
H  18.832  1.598  -19.366
C  16.469  -0.550  -14.511
H  16.911  -1.515  -14.759
C  21.000  7.020  -13.103
N  17.903  5.215  -14.169
N  16.457  2.849  -15.908
H  21.877  7.217  -11.064
H  20.296  1.896  -18.226
C  19.958  6.573  -13.827
H  18.624  1.900  -13.973
C  11.669  3.478  -16.575
H  20.533  3.001  -15.213
H  12.971  3.865  -18.146
N  21.298  1.529  -10.197
H  16.761  3.574  -15.275
H  19.425  3.663  -19.788
H  17.120  3.019  -16.651
H  16.160  -1.287  -12.585

---

Ordered calculated total energy results: -770.9741; -5646.4202; -5942.1238; -1393.8117; unit Eh.
Ordered F_max results: 3.74; 3.54; 4.70; 5.76; unit eV/Å.